# 1
DFT (ωB97M-V/def2-TZVPD) results for C22H22CsN4O2Se2 as an isolated structure.

Last column: Löwdin charge in e.
Positions of all 53 atoms, in Å:
Cs -0.26 0.09 -1.45  1.07
O 3.89 1.04 0.63  -0.03
C 3.00 1.07 -0.24  -0.57
N 2.46 0.14 -0.99  -0.08
C 2.96 -1.19 -0.94  -0.22
C 4.34 -1.36 -1.04  -0.05
C 4.94 -2.61 -1.13  -0.13
C 4.15 -3.74 -1.13  -0.13
C 2.77 -3.61 -1.02  -0.05
C 2.14 -2.36 -0.92  -0.23
N 0.74 -2.40 -0.65  -0.05
C -0.07 -3.02 -1.47  -0.68
O 0.12 -3.48 -2.62  -0.03
C -1.51 -3.18 -0.96  -0.21
C -1.89 -4.49 -0.64  -0.01
C -3.18 -4.73 -0.21  -0.08
C -4.08 -3.67 -0.13  -0.09
C -3.62 -2.41 -0.49  -0.16
N -2.37 -2.16 -0.90  0.05
C 2.51 2.50 -0.55  -0.19
C 3.50 3.47 -0.71  -0.01
C 3.14 4.77 -1.00  -0.08
C 1.79 5.08 -1.09  -0.09
C 0.87 4.07 -0.90  -0.17
N 1.21 2.80 -0.64  0.04
H 4.95 -0.47 -1.03  0.10
H 6.02 -2.69 -1.20  0.08
H 4.59 -4.73 -1.20  0.08
H 2.13 -4.48 -1.01  0.10
H -1.16 -5.28 -0.73  0.12
H -3.50 -5.73 0.06  0.10
H -5.10 -3.81 0.19  0.09
H -4.29 -1.56 -0.46  0.09
H 4.53 3.16 -0.60  0.11
H 3.89 5.53 -1.14  0.10
H 1.45 6.09 -1.31  0.09
H -0.20 4.27 -0.95  0.08
C -2.42 0.53 3.59  -0.42
Se -1.04 0.67 2.22  0.90
C -0.98 2.60 2.08  -0.57
C -2.28 3.26 1.65  -0.57
Se -2.90 2.82 -0.15  0.86
C -4.10 1.35 0.27  -0.44
H -2.15 1.10 4.48  0.02
H -2.49 -0.52 3.86  0.02
H -3.39 0.86 3.23  0.01
H -0.20 2.79 1.35  0.02
H -0.66 3.03 3.03  0.07
H -2.17 4.35 1.67  0.06
H -3.10 3.03 2.33  0.05
H -4.84 1.65 1.00  0.02
H -3.53 0.49 0.63  -0.02
H -4.61 1.09 -0.66  0.02

Computed properties:
lowest unoccupied orbital energy	1.84	eV
net charge	-1
largest force on an atom	1.3	eV Å⁻¹
molar mass	665.27	g/mol


# 2
DFT (ωB97M-V/def2-TZVPD) results for one molecule with the formula C4H7NS2.

Last column: natural (NBO) charge in e.
Positions of all 14 atoms, in Å:
C 1.02 0.40 -0.33  -0.63
C -0.42 0.48 -0.11  0.20
C 2.01 -1.97 0.55  -0.73
C -0.90 1.93 -0.27  -0.62
N -1.48 -0.28 0.01  -0.63
S 2.42 -0.48 -0.09  0.72
S -1.76 -1.92 0.15  0.18
H 1.50 1.44 -0.56  0.23
H 0.97 -1.96 0.78  0.23
H 2.95 -2.53 0.77  0.24
H -0.66 2.36 -1.18  0.21
H -0.45 2.58 0.57  0.21
H -2.06 1.92 -0.11  0.24
H -3.14 -1.98 -0.19  0.13

Computed properties:
lowest unoccupied orbital energy (alpha / beta)	-0.76 / -0.45	eV
net charge	0
ΔE to the lowest compared entry with this formula, charge and spin	411.58	kJ/mol
largest force on an atom	4.2	eV Å⁻¹
molar mass	133.24	g/mol


# 3
DFT (ωB97M-V/def2-TZVPD) results for a 2-piece molecular cluster, C2H5N2P overall.

Last column: natural (NBO) charge in e.
Positions of all 10 atoms, in Å:
C -0.32 0.23 -0.97  -0.33
C -0.23 -0.82 0.11  -0.76
N 0.38 1.41 -0.53  -0.09
N 0.39 1.58 0.68  -0.43
P -0.26 0.31 1.63  0.72
H 0.15 0.01 -1.91  0.22
H -1.42 0.39 -1.15  0.22
H -1.00 -1.58 0.10  0.24
H 0.67 -1.46 -0.08  0.24
H 1.64 -0.07 2.12  -0.04

Computed properties:
lowest unoccupied orbital energy	-0.54	eV
net charge	0
ΔE to the lowest compared entry with this formula, charge and spin	266.69	kJ/mol
largest force on an atom	4.3	eV Å⁻¹
molar mass	88.05	g/mol


# 4
DFT (ωB97M-V/def2-TZVPD) results for an isolated ion of composition C7H11N5 and charge +2.

Last column: Mulliken spin population.
Positions of all 23 atoms, in Å:
C 2.67 -1.00 0.30  0.39
C 1.80 -0.74 -0.83  0.02
C 0.74 0.26 -0.19  -0.02
C -0.50 2.09 -0.71  0.00
C -0.80 0.01 0.07  0.09
C 1.95 -0.93 -2.16  0.52
C -3.06 -0.51 1.25  0.00
N 1.01 0.35 1.19  0.54
N 2.12 -0.45 1.28  0.30
N 0.61 1.55 -1.06  0.07
N -1.32 1.30 -0.09  0.02
N -1.63 -0.74 0.72  0.04
H 3.39 -1.78 0.41  0.01
H -0.66 3.12 -0.70  0.00
H 1.15 -0.57 -2.77  0.03
H 2.68 -1.55 -2.53  0.02
H -3.78 0.15 0.66  0.00
H -3.03 -0.13 2.28  0.00
H -3.43 -1.57 1.23  0.00
H 2.54 -0.64 2.26  -0.02
H 1.13 2.05 -1.78  0.00
H -2.38 1.38 0.13  0.00
H -1.19 -1.63 1.04  0.00

Computed properties:
2S+1	3
lowest unoccupied orbital energy (alpha / beta)	-9.04 / -9.89	eV
net charge	+2
ΔE to the lowest compared entry with this formula, charge and spin	0.00	kJ/mol
expectation value of S²	2.0229
largest force on an atom	12.1	eV Å⁻¹
molar mass	165.20	g/mol


# 5
DFT (ωB97M-V/def2-TZVPD) results for C24H16F10N4O4Tc as an isolated structure.

Last column: Mulliken spin population.
Positions of all 59 atoms, in Å:
Tc -0.64 -0.72 0.83  0.01
C -2.99 -0.11 0.49  0.00
N -1.96 -0.62 -0.39  0.00
C -1.02 -2.40 1.54  0.03
C -0.12 -2.64 2.68  -0.05
N 0.69 -1.43 2.66  0.47
C 1.63 -1.22 3.58  0.07
C 2.49 -0.08 3.48  0.13
F 2.36 0.71 2.42  0.01
C 3.45 0.22 4.40  -0.05
F 4.22 1.28 4.24  -0.01
C 3.64 -0.62 5.50  0.23
F 4.56 -0.33 6.38  0.03
C 2.85 -1.76 5.65  -0.05
F 3.04 -2.55 6.69  -0.01
C 1.89 -2.06 4.72  0.15
F 1.17 -3.16 4.91  0.02
C -2.21 -0.87 -1.80  0.02
C -2.88 0.31 -2.49  -0.05
N -2.09 1.49 -2.25  0.52
C -2.49 2.67 -2.71  0.04
C -3.64 2.97 -3.51  0.16
F -4.47 1.99 -3.86  0.02
C -3.93 4.24 -3.94  -0.07
F -5.00 4.47 -4.67  -0.01
C -3.09 5.30 -3.59  0.22
F -3.36 6.51 -4.00  0.03
C -1.95 5.07 -2.81  -0.06
F -1.16 6.08 -2.49  -0.01
C -1.67 3.80 -2.39  0.13
F -0.59 3.59 -1.64  0.01
H -3.82 -0.80 0.62  0.00
H -3.31 0.89 0.21  0.01
H -2.52 0.00 1.52  -0.01
H -0.41 -4.38 -1.20  -0.01
H -1.81 -3.11 1.29  0.00
H 0.47 -3.56 2.54  0.01
H -0.69 -2.77 3.60  0.02
H -2.83 -1.77 -1.88  0.01
H -1.24 -1.08 -2.25  0.00
H -3.91 0.42 -2.12  0.01
H -2.97 0.07 -3.55  0.02
O 1.54 -4.20 -2.01  0.06
C 1.03 -3.21 -1.29  0.26
O -0.17 -3.52 -0.82  0.08
C 1.71 -2.01 -1.02  0.11
C 3.07 -1.92 -1.47  0.09
C 3.74 -0.75 -1.45  0.04
C 3.08 0.39 -0.97  0.08
C 1.82 0.25 -0.45  0.02
N 1.12 -0.92 -0.40  0.25
C 1.15 1.41 0.22  -0.01
O 1.60 2.61 0.08  0.00
O 0.19 1.22 0.97  -0.01
H 2.23 -3.92 -2.63  0.00
H 3.59 -2.82 -1.79  0.02
H 4.77 -0.69 -1.78  0.00
H 3.60 1.34 -0.94  0.00
H 2.27 2.71 -0.60  0.00

Computed properties:
2S+1	4
lowest unoccupied orbital energy (alpha / beta)	-6.74 / -7.60	eV
net charge	+2
ΔE to the lowest compared entry with this formula, charge and spin	18.16	kJ/mol
expectation value of S²	3.8582
largest force on an atom	0.3	eV Å⁻¹
molar mass	712.40	g/mol


# 6
DFT (ωB97M-V/def2-TZVPD) results for one molecule with the formula C21H27NO5S.

Last column: natural (NBO) charge in e.
Positions of all 55 atoms, in Å:
C -6.85 -1.62 -0.85  -0.61
C -6.41 -1.06 0.49  -0.40
C -4.92 -1.26 0.78  -0.39
C -3.98 -0.60 -0.22  -0.43
C -4.14 0.92 -0.27  -0.06
O -3.14 1.54 -1.06  -0.49
C -1.87 1.64 -0.60  0.31
C -0.93 2.13 -1.51  -0.26
C 0.39 2.25 -1.17  -0.17
C 0.82 1.89 0.11  -0.17
C -0.12 1.47 1.04  -0.16
C -1.45 1.32 0.69  -0.26
H -2.15 0.97 1.44  0.21
H 0.20 1.23 2.04  0.22
C 2.25 2.01 0.53  0.69
O 2.61 2.82 1.36  -0.61
N 3.12 1.15 -0.07  -0.45
C 2.67 0.10 -0.98  -0.29
C 1.62 -0.77 -0.36  0.29
C 0.45 -1.26 -0.85  -0.30
C -0.12 -2.04 0.18  -0.31
C 0.74 -1.96 1.23  0.08
O 1.80 -1.19 0.91  -0.43
H 0.72 -2.38 2.22  0.21
H -1.04 -2.59 0.15  0.23
H 0.05 -1.09 -1.83  0.23
H 2.24 0.54 -1.89  0.22
H 3.52 -0.51 -1.27  0.26
C 4.51 1.24 0.36  -0.06
C 5.51 0.98 -0.75  -0.67
H 6.43 1.52 -0.59  0.26
H 5.13 1.17 -1.75  0.26
S 5.93 -0.80 -0.60  2.14
O 5.30 -1.55 -1.65  -0.95
O 7.35 -0.95 -0.45  -0.94
C 5.08 -1.11 0.99  -0.66
C 4.84 0.28 1.52  -0.42
H 4.01 0.30 2.24  0.24
H 5.73 0.65 2.02  0.22
H 4.17 -1.65 0.79  0.25
H 5.75 -1.70 1.61  0.26
H 4.60 2.27 0.73  0.27
H 1.10 2.64 -1.88  0.22
H -1.28 2.40 -2.50  0.23
H -4.14 1.35 0.74  0.17
H -5.07 1.20 -0.76  0.20
H -4.14 -1.00 -1.22  0.21
H -2.95 -0.83 0.06  0.22
H -4.70 -0.88 1.78  0.20
H -4.71 -2.34 0.79  0.20
H -6.98 -1.56 1.28  0.20
H -6.65 0.00 0.54  0.19
H -7.92 -1.55 -0.96  0.21
H -6.57 -2.67 -0.94  0.20
H -6.39 -1.08 -1.68  0.20

Computed properties:
lowest unoccupied orbital energy	0.64	eV
net charge	0
ΔE to the lowest compared entry with this formula, charge and spin	113.31	kJ/mol
largest force on an atom	1.1	eV Å⁻¹
molar mass	405.52	g/mol


# 7
DFT (ωB97M-V/def2-TZVPD) results for a 2-piece molecular cluster, C4H6N2O overall.

Last column: natural (NBO) charge in e.
Positions of all 13 atoms, in Å:
C 1.46 0.96 2.37  0.27
O 1.64 1.63 1.39  -0.50
C 0.00 -0.60 -0.04  -0.06
N -1.02 -1.44 -0.11  -0.27
N -1.60 -1.13 -1.28  -0.33
C -0.98 -0.13 -1.94  -0.06
C 0.08 0.25 -1.16  -0.34
H 2.30 0.55 2.96  0.11
H 0.44 0.68 2.72  0.12
H 0.66 -0.65 0.81  0.19
H -2.42 -1.64 -1.56  0.41
H -1.33 0.21 -2.91  0.22
H 0.80 1.03 -1.35  0.24

Computed properties:
lowest unoccupied orbital energy	0.74	eV
net charge	0
ΔE to the lowest compared entry with this formula, charge and spin	207.45	kJ/mol
largest force on an atom	0.5	eV Å⁻¹
molar mass	98.10	g/mol


# 8
DFT (ωB97M-V/def2-TZVPD) results for a 2-piece molecular cluster, C5H9N3 overall.

Last column: natural (NBO) charge in e.
Positions of all 17 atoms, in Å:
C 1.53 -0.62 -1.62  0.14
C -1.49 -0.44 -0.53  0.20
C 1.35 0.64 0.46  0.13
C -0.72 -0.01 1.63  0.12
C -0.59 0.42 -1.00  -0.41
N 0.95 0.13 -0.76  -0.26
N -1.49 -0.68 0.71  -0.44
N 0.43 0.64 1.43  -0.43
H 1.21 -0.81 -2.55  0.25
H 2.54 -0.67 -1.15  0.25
H 2.30 1.28 0.50  0.30
H -0.98 -0.01 2.69  0.28
H -2.04 -1.86 -0.86  0.29
H -0.74 1.31 -0.33  0.27
H -0.87 0.71 -1.97  0.31
H -2.29 -1.27 1.14  0.49
H 0.93 1.25 2.21  0.52

Computed properties:
lowest unoccupied orbital energy (alpha / beta)	-10.26 / -10.26	eV
net charge	+2
ΔE to the lowest compared entry with this formula, charge and spin	588.79	kJ/mol
largest force on an atom	10.8	eV Å⁻¹
molar mass	111.15	g/mol


Which formula does entry 3 have?
C2H5N2P